C44H136N32O20 | ωB97M-V/def2-TZVPD

Each line ends with the Löwdin charge.
CARTESIAN COORDINATES (ANGSTROEM)
C (-2.8668, 2.9322, -4.2794)  -0.5680
O (-1.6377, 3.2115, -4.3033)  -0.0646
N (-3.2816, 1.6054, -4.3209)  0.1894
N (-3.7159, 4.0059, -4.1903)  0.1639
H (-2.5882, 0.8469, -4.3254)  0.0484
H (-4.2585, 1.3321, -4.1616)  0.0717
H (-4.5536, 3.8438, -3.6936)  0.0466
H (-3.3733, 4.8278, -3.6980)  0.0843
C (-0.1462, -0.0701, -4.2884)  -0.6218
O (-1.2779, -0.4096, -3.9888)  0.0099
N (0.1919, 1.1716, -4.7853)  0.1800
N (0.8659, -1.0070, -4.2104)  0.1750
H (-0.5094, 1.8875, -4.7410)  0.0253
H (1.1905, 1.4810, -4.7495)  0.1044
H (1.7347, -0.8557, -4.6418)  0.0531
H (0.5392, -1.9166, -4.3124)  0.0753
C (-6.6249, 4.6342, -1.7182)  -0.6451
O (-5.7885, 3.7513, -1.7022)  -0.0086
N (-7.9482, 4.4215, -2.1122)  0.1536
N (-6.3588, 5.9285, -1.5160)  0.1881
H (-8.6180, 4.9491, -1.6001)  0.0829
H (-8.1981, 3.4358, -2.0556)  0.1034
H (-7.0173, 6.6614, -1.6954)  0.1107
H (-5.4654, 6.2563, -1.1618)  0.0558
C (-6.6279, 1.1256, 1.0047)  -0.6372
O (-7.5887, 1.1262, 0.2515)  -0.0086
N (-6.6173, 0.4170, 2.1490)  0.1771
N (-5.4301, 1.8175, 0.7146)  0.1752
H (-5.9532, 0.5448, 2.9217)  0.0728
H (-7.3859, -0.1830, 2.4262)  0.1093
H (-5.4102, 2.4953, -0.0433)  0.0613
H (-4.8607, 2.1003, 1.5055)  0.0359
C (-6.1266, -0.2884, -2.8340)  -0.7534
O (-5.4522, -0.4047, -3.8291)  0.0134
N (-6.1002, 0.7409, -2.0375)  0.1945
N (-6.9486, -1.2462, -2.3819)  0.1812
H (-6.6693, 0.9314, -1.2318)  0.0324
H (-5.2651, 1.2822, -2.2107)  0.0820
H (-7.0776, -2.0744, -2.9932)  0.1180
H (-7.6232, -0.9385, -1.7126)  0.0945
C (-2.8825, 6.4681, -0.6886)  -0.7402
O (-3.8800, 7.1188, -0.4081)  -0.0075
N (-1.7083, 6.9891, -0.3243)  0.1721
N (-2.9886, 5.3274, -1.3630)  0.1822
H (-1.7821, 7.7980, 0.2817)  0.1210
H (-0.9094, 6.3920, -0.2043)  0.0741
H (-2.2349, 4.6593, -1.2414)  0.0827
H (-3.9930, 4.9258, -1.3814)  0.1134
C (-3.0339, 3.6733, 2.2117)  -0.6586
O (-4.0768, 3.3004, 2.7410)  -0.0031
N (-2.6865, 5.0192, 2.2640)  0.1738
N (-2.1917, 2.8901, 1.5524)  0.2098
H (-2.0622, 5.3253, 1.5003)  0.0737
H (-3.4907, 5.5595, 2.4420)  0.0853
H (-2.4036, 1.9114, 1.5937)  0.0773
H (-1.2581, 3.1457, 1.2285)  0.0703
C (-5.4272, -4.6341, -2.2607)  -0.7908
O (-6.4773, -4.4782, -2.7907)  0.0536
N (-5.1740, -5.6442, -1.4200)  0.1656
N (-4.5070, -3.7076, -2.3781)  0.1823
H (-4.2582, -6.0474, -1.2419)  0.1115
H (-5.9590, -6.2694, -1.4225)  0.1103
H (-3.7021, -3.6033, -1.7822)  0.0710
H (-4.8105, -2.8429, -2.8583)  0.0879
C (4.5882, 0.7347, -5.6396)  -0.6647
O (3.5736, 0.7229, -4.8818)  -0.0456
N (4.3808, 0.3777, -6.9639)  0.1458
N (5.8134, 0.9818, -5.2163)  0.1595
H (5.0167, 0.3639, -7.7427)  0.0953
H (3.5464, -0.1941, -7.0266)  0.1044
H (6.6702, 0.9575, -5.7682)  0.1227
H (5.6854, 1.3821, -4.2568)  0.1394
C (0.7558, 3.3914, -0.9653)  -0.6017
O (-0.0596, 4.1401, -0.3532)  -0.0680
N (2.0599, 3.2954, -0.4513)  0.1538
N (0.5183, 2.6197, -2.0315)  0.1949
H (2.7176, 3.0952, -1.1934)  0.0851
H (2.2883, 3.8403, 0.3941)  0.0529
H (-0.3169, 2.7992, -2.5781)  0.0812
H (1.0342, 1.7739, -2.1379)  0.0580
C (6.2645, 1.1366, 3.9805)  -0.5821
O (5.5922, 0.5096, 4.8135)  0.0019
N (6.3217, 0.7520, 2.6440)  0.1863
N (7.0252, 2.2963, 4.3841)  0.1270
H (6.7635, 1.3492, 1.9783)  0.0481
H (5.5412, 0.1647, 2.4480)  0.0729
H (7.8617, 2.6675, 3.9502)  0.0846
H (6.9553, 2.3978, 5.3836)  0.0901
C (-2.8421, -2.2361, -6.5253)  -0.7216
O (-2.3766, -3.1137, -7.2102)  0.0184
N (-2.7935, -0.9522, -6.9749)  0.1535
N (-3.3643, -2.5421, -5.3183)  0.1796
H (-2.1921, -0.8274, -7.7777)  0.0970
H (-2.6574, -0.1349, -6.3481)  0.0869
H (-4.0918, -1.9874, -4.9101)  0.0609
H (-3.4201, -3.5297, -5.3177)  0.0884
C (6.1232, 5.9972, 0.2908)  -0.0797
C (6.3975, 4.6207, 0.8867)  -0.3993
C (7.6697, 3.9626, 0.3263)  -0.1895
O (7.8851, 2.7013, 0.9689)  -0.2516
C (8.8672, 1.9011, 0.2984)  -0.0786
N (6.4911, 4.8527, 2.3679)  0.0452
H (7.0043, 6.6516, 0.3894)  0.0792
H (5.2921, 6.5597, 0.7658)  0.0793
H (5.8209, 6.1217, -0.7523)  0.0758
H (5.4897, 4.0308, 0.7497)  0.1188
H (8.5314, 4.6654, 0.4194)  0.1370
H (7.5652, 3.7791, -0.7392)  0.1175
H (9.7835, 2.5185, 0.3662)  0.0943
H (8.6090, 1.6566, -0.7648)  0.1048
H (9.0271, 1.0639, 0.9657)  0.0759
H (6.5574, 4.0575, 2.9679)  0.0141
H (7.2459, 5.5021, 2.5501)  0.0753
C (0.8704, 4.2503, 2.9424)  -0.0480
C (2.3683, 4.1103, 3.2181)  -0.4101
C (2.7903, 2.6810, 3.2646)  -0.2713
O (1.9495, 1.9572, 4.0567)  -0.2011
C (2.4397, 0.7545, 4.6741)  -0.0498
N (3.1491, 4.7488, 2.1211)  0.0423
H (0.5242, 5.2926, 2.8686)  0.0831
H (0.3520, 3.6430, 3.6619)  0.0681
H (0.5839, 3.9500, 1.9168)  0.0427
H (2.5942, 4.5726, 4.1773)  0.1394
H (3.8735, 2.7079, 3.6332)  0.1368
H (2.8854, 2.2750, 2.2085)  0.1240
H (3.2712, 0.9450, 5.3525)  0.0776
H (2.7251, 0.0383, 3.8485)  0.0932
H (1.6227, 0.3310, 5.2153)  0.0665
H (2.9659, 5.7405, 2.2064)  0.0803
H (4.1539, 4.6389, 2.3364)  0.0443
C (-4.8053, -1.7956, 4.9126)  -0.0472
C (-3.7815, -0.6704, 4.7176)  -0.3857
C (-2.9389, -0.7945, 3.4598)  -0.1741
O (-1.9992, 0.2887, 3.1942)  -0.2325
C (-1.0304, 0.4665, 4.2398)  -0.0813
N (-4.5233, 0.6620, 4.7609)  0.0703
H (-5.2617, -1.6732, 5.8846)  0.0798
H (-4.3182, -2.7444, 4.8248)  0.0680
H (-5.5068, -1.6559, 4.0975)  0.0500
H (-3.0507, -0.7411, 5.5382)  0.1204
H (-3.5187, -0.7930, 2.5213)  0.1176
H (-2.4099, -1.7598, 3.4893)  0.1277
H (-0.3570, 1.2133, 3.7839)  0.0824
H (-0.3465, -0.3603, 4.2125)  0.0642
H (-1.3857, 0.6213, 5.2324)  0.0826
H (-4.2337, 1.4037, 4.1805)  0.0185
H (-4.8446, 1.0088, 5.6398)  0.0671
C (-0.8365, -4.4883, -2.7567)  -0.0688
C (-0.1597, -4.5445, -1.4398)  -0.4455
C (1.1396, -3.8550, -1.5525)  -0.1950
O (2.0484, -4.5761, -2.4499)  -0.1510
C (3.1808, -3.8505, -2.5358)  -0.1758
N (-1.1146, -3.9422, -0.4663)  0.0815
H (-1.0502, -3.4457, -3.0128)  0.0756
H (-1.8406, -5.0120, -2.7343)  0.0887
H (-0.3172, -4.9364, -3.6097)  0.0906
H (0.0670, -5.5927, -1.1844)  0.1489
H (1.5960, -3.7697, -0.5590)  0.1064
H (0.9568, -2.8509, -1.9462)  0.0973
H (3.8628, -4.4243, -3.2010)  0.1062
H (3.7187, -3.7120, -1.5573)  0.0850
H (2.9513, -2.8642, -2.9545)  0.0766
H (-1.1789, -2.9487, -0.7802)  0.0683
H (-0.7689, -3.9739, 0.4748)  0.0351
C (8.0318, -3.5790, -0.8829)  -0.0727
C (7.7124, -2.1613, -0.4979)  -0.4087
C (6.1677, -1.9399, -0.7359)  -0.2014
O (5.9137, -0.5831, -0.3829)  -0.2104
C (4.6016, -0.2147, -0.7893)  -0.1022
N (8.0312, -1.9528, 0.9359)  0.0524
H (7.6134, -3.5747, -1.8914)  0.0776
H (7.5297, -4.3260, -0.2642)  0.0848
H (9.0869, -3.7814, -0.9035)  0.0736
H (8.2682, -1.4552, -1.1160)  0.1356
H (5.5536, -2.6688, -0.1863)  0.1095
H (5.8532, -2.0765, -1.7861)  0.1143
H (4.3701, -0.6500, -1.7656)  0.0740
H (4.5144, 0.8964, -0.8220)  0.1005
H (3.9022, -0.5989, -0.0174)  0.0583
H (7.3828, -2.4924, 1.4932)  0.0668
H (7.9380, -0.9953, 1.2424)  0.0241
C (1.3555, -0.2156, 1.3253)  -0.0283
C (0.6501, -0.7324, 0.0528)  -0.3801
C (-0.7617, -0.2045, 0.0279)  -0.1718
O (-1.4455, -0.8449, -1.0607)  -0.2296
C (-2.8053, -0.5310, -1.2253)  -0.0949
N (1.2834, -0.3294, -1.2223)  0.0902
H (1.3225, 0.8704, 1.3664)  0.0727
H (2.3783, -0.4972, 1.2638)  0.0224
H (0.9557, -0.7219, 2.2090)  0.0850
H (0.6097, -1.8214, 0.1916)  0.0997
H (-0.8903, 0.9245, -0.0277)  0.1359
H (-1.3136, -0.4679, 0.9425)  0.1111
H (-3.3341, -1.1272, -1.9950)  0.0850
H (-3.0041, 0.5134, -1.4290)  0.0719
H (-3.2215, -0.6446, -0.2119)  0.0816
H (0.8568, -0.8756, -1.9492)  0.0147
H (2.2824, -0.5371, -1.3995)  0.0554
C (-6.7757, -3.8401, 2.6689)  -0.0485
C (-5.7893, -3.2711, 1.6359)  -0.4446
C (-4.7697, -4.3524, 1.4116)  -0.2245
O (-3.8862, -4.3173, 2.5134)  -0.1920
C (-2.8171, -5.1905, 2.3288)  -0.1265
N (-6.4209, -2.7948, 0.4245)  0.0893
H (-7.2415, -4.7439, 2.2901)  0.0772
H (-7.5083, -3.1222, 3.0271)  0.0722
H (-6.1556, -4.2085, 3.4759)  0.0680
H (-5.2473, -2.4857, 2.1289)  0.0921
H (-4.1617, -4.2041, 0.4423)  0.1163
H (-5.3222, -5.3161, 1.2982)  0.1280
H (-2.1542, -4.9937, 3.1694)  0.0847
H (-2.3108, -5.0415, 1.3434)  0.0635
H (-3.0628, -6.2502, 2.3735)  0.0866
H (-7.0110, -2.0278, 0.6379)  0.0428
H (-5.7069, -2.4983, -0.2051)  0.0394
C (1.3217, -6.2486, 2.3384)  -0.0603
C (2.4828, -5.2728, 2.4400)  -0.4748
C (1.8247, -3.9489, 2.7061)  -0.2107
O (2.7853, -3.0018, 3.1467)  -0.1551
C (3.6724, -2.7560, 2.1069)  -0.1449
N (3.3572, -5.7347, 3.5119)  0.0661
H (0.9200, -6.3236, 3.3609)  0.0941
H (1.6344, -7.2141, 1.9805)  0.0733
H (0.6475, -5.8535, 1.5723)  0.0666
H (2.9716, -5.2365, 1.4821)  0.1186
H (1.0371, -4.0885, 3.4804)  0.1412
H (1.2625, -3.6522, 1.7828)  0.1101
H (4.3184, -3.5789, 1.9642)  0.0644
H (4.1962, -1.7927, 2.2851)  0.0943
H (3.1822, -2.6440, 1.1175)  0.0774
H (3.7924, -6.6049, 3.3149)  0.0652
H (4.0047, -5.0415, 3.8876)  0.0804

## Properties
HOMO = -8.76 eV
E_tot = -5015.4195 Ha
M = 1433.78 g/mol
Energy above the lowest of the compared OMol25 structures with the same formula, charge and spin = 0.000 eV

C24H66AgN11O11 | ωB97M-V/def2-TZVPD

Each line ends with the Löwdin charge.
CARTESIAN COORDINATES (ANGSTROEM)
Ag (-0.4689, 0.7027, 2.0485)  0.8590
C (-0.2937, 0.2976, -1.4217)  -0.1103
C (0.6316, -0.5317, -0.5486)  -0.4417
O (0.9754, 0.1456, 0.6520)  -0.4914
H (-1.0869, 0.6051, -0.6925)  0.0634
H (-0.7315, -0.2417, -2.2319)  0.0348
H (0.2333, 1.1662, -1.7883)  0.0609
H (1.6390, -0.8708, -1.0134)  0.1209
H (0.1597, -1.5128, -0.3171)  0.0872
C (0.5564, -7.3058, 2.6411)  -0.1189
O (0.6131, -7.2268, 1.2287)  -0.1911
C (0.6396, -5.8719, 0.7668)  -0.2215
C (1.9928, -5.2631, 0.6447)  -0.2761
N (2.8720, -5.9637, -0.2297)  -0.0327
C (4.1162, -5.1541, -0.4706)  -0.2185
C (4.9273, -5.6822, -1.5864)  -0.2521
O (5.3294, -7.0026, -1.2730)  -0.1929
C (6.2105, -7.0551, -0.1537)  -0.1080
H (1.1321, -6.6064, 3.2339)  0.0886
H (0.8703, -8.3236, 2.9139)  0.0887
H (-0.4726, -7.3572, 2.9269)  0.0725
H (-0.0220, -5.3581, 1.4820)  0.1155
H (0.2027, -5.8821, -0.2501)  0.1315
H (2.4635, -4.8921, 1.5400)  0.1041
H (1.6902, -4.3405, 0.1068)  0.1170
H (3.0781, -6.9124, 0.0294)  0.1075
H (4.6966, -5.0672, 0.4665)  0.1127
H (3.7447, -4.1368, -0.6996)  0.1231
H (5.8117, -4.9916, -1.7948)  0.1378
H (4.3633, -5.6357, -2.5182)  0.1224
H (6.9810, -7.8060, -0.3565)  0.0863
H (5.6861, -7.2823, 0.8229)  0.1031
H (6.6583, -6.0609, -0.0980)  0.0782
C (-3.1238, 2.5068, 7.1854)  -0.0996
O (-2.0307, 2.4690, 6.2699)  -0.2160
C (-1.2846, 1.2372, 6.3445)  -0.1920
C (-0.6208, 0.9517, 4.9876)  -0.1783
N (-1.4174, 1.2797, 3.8139)  -0.1710
C (-2.8744, 0.9199, 3.8151)  -0.1400
C (-3.5795, 1.5702, 2.6352)  -0.2034
O (-3.1725, 0.9828, 1.3905)  -0.2418
C (-3.9289, 1.5283, 0.3451)  -0.1151
H (-2.8323, 2.0958, 8.1330)  0.0770
H (-3.9438, 1.9098, 6.7703)  0.0836
H (-3.4002, 3.5471, 7.3693)  0.0915
H (-2.0170, 0.4874, 6.5494)  0.1022
H (-0.5622, 1.3018, 7.1603)  0.1290
H (-0.3434, -0.1249, 4.9313)  0.1043
H (0.3116, 1.5181, 5.0815)  0.1249
H (-1.4060, 2.2535, 3.6424)  0.0453
H (-3.3035, 1.2319, 4.7307)  0.0816
H (-2.9890, -0.1846, 3.6971)  0.1436
H (-3.5198, 2.6279, 2.5480)  0.1133
H (-4.6393, 1.2836, 2.7501)  0.1291
H (-3.6555, 0.9143, -0.4764)  0.0604
H (-3.5968, 2.5584, 0.1172)  0.0940
H (-5.0063, 1.4772, 0.5205)  0.0946
C (-5.1637, -0.8869, -4.3204)  -0.0831
O (-4.1734, 0.0487, -4.8073)  -0.1866
C (-3.0619, 0.1526, -3.9328)  -0.2500
C (-1.9094, 0.8542, -4.6522)  -0.2109
N (-2.3691, 2.1900, -5.0232)  -0.0990
C (-1.5662, 2.8232, -6.0790)  -0.1976
C (-0.0621, 3.0406, -5.7895)  -0.1967
O (0.4396, 3.9096, -6.8244)  -0.1925
C (1.6980, 3.5108, -7.2998)  -0.1270
H (-5.9057, -1.0875, -5.0969)  0.0842
H (-5.6866, -0.4577, -3.4715)  0.0804
H (-4.7529, -1.8917, -4.0605)  0.0974
H (-2.6162, -0.8104, -3.6051)  0.1257
H (-3.3101, 0.6759, -3.0444)  0.0957
H (-1.5625, 0.1902, -5.5261)  0.1489
H (-1.0389, 0.8968, -3.9488)  0.0988
H (-3.3734, 2.1650, -5.2574)  0.1286
H (-2.1554, 3.7326, -6.1785)  0.0978
H (-1.6689, 2.2946, -7.0452)  0.1258
H (0.4728, 2.0699, -5.7819)  0.1215
H (0.0117, 3.4772, -4.7692)  0.1150
H (2.3271, 3.4468, -6.4762)  0.0560
H (2.0025, 4.3457, -7.9532)  0.0954
H (1.7614, 2.5197, -7.9086)  0.1215
C (4.3337, 2.0081, 2.2181)  -0.6890
O (5.4840, 2.1253, 2.5598)  0.0412
N (3.8148, 1.0030, 1.4412)  0.1505
N (3.4037, 2.9681, 2.5366)  0.1622
H (4.3921, 0.6424, 0.6873)  0.1074
H (2.8377, 1.0420, 1.2016)  0.0349
H (2.6625, 3.2483, 1.9129)  0.0805
H (3.6289, 3.4422, 3.3363)  0.0612
C (1.6303, -1.9238, 3.9147)  -0.6824
O (1.0047, -2.2035, 4.9011)  0.0240
N (1.2979, -2.3557, 2.6507)  0.1392
N (2.9367, -1.3564, 4.0572)  0.1307
H (0.4336, -2.8641, 2.5721)  0.0845
H (1.3601, -1.6352, 1.8668)  0.0800
H (2.9394, -0.5417, 4.6497)  0.0769
H (3.5347, -1.2852, 3.2001)  0.0951
C (-1.3375, 4.9970, -2.7998)  -0.6860
O (-0.6090, 5.5937, -1.9725)  -0.0332
N (-1.7398, 5.5358, -3.9487)  0.1732
N (-1.8974, 3.8045, -2.5246)  0.1730
H (-2.3132, 5.1494, -4.6863)  0.0939
H (-1.1863, 6.3373, -4.2658)  0.1294
H (-1.6563, 3.2735, -1.7037)  0.0764
H (-2.1508, 3.1740, -3.3053)  0.0654
C (-0.4520, 3.9947, 1.1854)  -0.6221
O (-0.5590, 3.4082, 2.2902)  -0.0693
N (-1.2264, 5.0891, 0.9249)  0.1729
N (0.3443, 3.5195, 0.1840)  0.1787
H (-1.0355, 5.6704, 0.1261)  0.0705
H (-2.0236, 5.2099, 1.5274)  0.1066
H (0.6025, 4.0776, -0.5953)  0.0752
H (0.9452, 2.7168, 0.3379)  0.0716

## Properties
HOMO = -8.19 eV
E_tot = -2530.9098 Ha
M = 792.73 g/mol

C3H11NOS2 | ωB97M-V/def2-TZVPD

Each line ends with the Löwdin charge.
CARTESIAN COORDINATES (ANGSTROEM)
C (-0.0723, 2.0214, 1.3729)  -0.0861
C (0.3519, 0.8146, 0.5125)  -0.5228
N (-0.1444, 0.8566, -0.8743)  -0.0336
C (0.0244, -0.5964, 1.1255)  -0.4596
S (0.9798, -1.8899, 0.1654)  0.3944
S (0.0611, -3.6962, 0.4780)  0.2572
H (-1.0092, 1.7802, 2.0412)  0.1067
H (-0.3767, 2.8251, 0.6105)  0.0838
H (0.7068, 2.4909, 2.0147)  0.0716
H (1.5453, 0.8922, 0.3530)  0.1646
H (-0.0383, 1.8101, -1.2534)  0.0969
H (-1.1845, 0.7363, -0.8423)  0.1148
H (-1.0410, -0.8127, 1.0939)  0.0745
H (0.4102, -0.7660, 2.1027)  0.0466
H (-0.8336, -3.8763, -0.6142)  -0.1481
O (0.0330, -0.5721, -3.0180)  -0.1681
H (0.2160, -1.5179, -3.2180)  0.0271
H (0.3715, -0.4999, -2.0501)  -0.0199

## Properties
HOMO = -9.23 eV
SMILES string = C[C@H](N)CSS.O
E_tot = -1047.2374 Ha
M = 141.26 g/mol
Energy above the lowest of the compared OMol25 structures with the same formula, charge and spin = 0.816 eV